{"formula": "C32H81Cl4N5O11", "method": "the ωB97M-V functional and the def2-TZVPD basis", "e_tot_ha": -4210.0066, "total_charge": 0, "e_homo_ev": -9.3, "lumo_ev": 0.00, "symbols": ["Cl", "C", "C", "Cl", "H", "H", "H", "H", "Cl", "C", "C", "Cl", "H", "H", "H", "H", "C", "C", "C", "O", "H", "H", "H", "H", "H", "H", "H", "H", "C", "C", "C", "O", "H", "H", "H", "H", "H", "H", "H", "H", "C", "C", "C", "O", "H", "H", "H", "H", "H", "H", "H", "H", "C", "C", "C", "O", "H", "H", "H", "H", "H", "H", "H", "H", "C", "C", "C", "O", "H", "H", "H", "H", "H", "H", "H", "H", "C", "C", "C", "O", "H", "H", "H", "H", "H", "H", "H", "H", "O", "C", "N", "C", "H", "H", "H", "H", "H", "O", "C", "N", "C", "H", "H", "H", "H", "H", "O", "C", "N", "C", "H", "H", "H", "H", "H", "O", "C", "N", "C", "H", "H", "H", "H", "H", "O", "C", "N", "C", "H", "H", "H", "H", "H"], "positions_angstrom": [[-7.740750, 7.745800, -3.602030], [-7.199940, 6.058940, -3.810430], [-5.799540, 6.158640, -4.513020], [-5.117990, 4.618380, -5.035130], [-8.034520, 5.516820, -4.255060], [-7.214200, 5.676640, -2.789770], [-5.069090, 6.609070, -3.840960], [-5.751130, 6.736160, -5.436190], [0.818840, 9.923480, -9.603810], [0.128410, 8.347340, -9.507870], [0.239880, 7.750180, -8.075030], [-0.566060, 8.945050, -7.024200], [0.575110, 7.648160, -10.214770], [-0.903570, 8.414500, -9.852250], [1.240840, 7.718840, -7.644680], [-0.251810, 6.790080, -7.918380], [6.450290, 6.561710, -9.322490], [6.468520, 5.047000, -9.316500], [7.718180, 4.407730, -8.715690], [5.328060, 4.550550, -8.679480], [6.483860, 7.052140, -8.349620], [5.535230, 6.811500, -9.859470], [7.268270, 6.951650, -9.928260], [6.462450, 4.692610, -10.347270], [8.670390, 4.677510, -9.172420], [7.566660, 3.328620, -8.689980], [7.796440, 4.720070, -7.674320], [5.502780, 4.397030, -7.748080], [9.206460, 3.513330, -0.240240], [8.551040, 3.635810, 1.132880], [8.508540, 2.299620, 1.837030], [9.181700, 4.671210, 1.899210], [8.753520, 2.757230, -0.881540], [10.261310, 3.247670, -0.170740], [9.237420, 4.419660, -0.844980], [7.540190, 4.009300, 0.969230], [7.745840, 2.338630, 2.614760], [9.464210, 2.133080, 2.334080], [8.307690, 1.509080, 1.113970], [9.829420, 4.275430, 2.486920], [1.822740, 1.739260, -12.862660], [0.654890, 1.462680, -11.921180], [0.747440, 0.182530, -11.035850], [0.654050, 2.504690, -11.027440], [2.756130, 1.314820, -12.492880], [1.957000, 2.792960, -13.107180], [1.584350, 1.184860, -13.770350], [-0.270300, 1.473390, -12.497380], [0.718550, -0.660880, -11.725720], [-0.059790, 0.169400, -10.303510], [1.644450, 0.201980, -10.416900], [1.519880, 2.547810, -10.615030], [3.132850, -2.113560, 2.907180], [2.875060, -2.974130, 1.672970], [3.001210, -4.478990, 1.889880], [1.546090, -2.755130, 1.165400], [3.245980, -1.056320, 2.667310], [4.064670, -2.305010, 3.439310], [2.260680, -2.187490, 3.556760], [3.600910, -2.730430, 0.897180], [2.294750, -4.837020, 2.638760], [3.958870, -4.666490, 2.375520], [3.011250, -5.056900, 0.965750], [1.631270, -2.956830, 0.230700], [7.402500, -2.410120, -7.171530], [7.681980, -2.907700, -5.787290], [7.611750, -1.973040, -4.602250], [6.743550, -3.906580, -5.447740], [8.267320, -1.814180, -7.463170], [6.557060, -1.726310, -7.247230], [7.253280, -3.245340, -7.855800], [8.652470, -3.400910, -5.842030], [6.650530, -1.466950, -4.512660], [8.328240, -1.182110, -4.824010], [7.758500, -2.404110, -3.611930], [7.044360, -4.757940, -5.773790], [0.721930, -7.201260, -4.617890], [0.363520, -5.723160, -4.751670], [-1.080040, -5.408150, -4.370060], [1.227680, -4.960580, -3.888520], [0.910480, -7.340440, -3.553380], [1.623950, -7.473770, -5.165790], [-0.006590, -7.916590, -4.999540], [0.488810, -5.327220, -5.759460], [-1.205710, -5.653070, -3.315390], [-1.817920, -5.803200, -5.068320], [-1.236190, -4.329700, -4.344580], [2.101070, -5.020740, -4.282430], [2.601310, 3.113890, -3.475400], [1.830380, 2.272860, -3.059570], [1.652730, 2.129450, -1.750810], [1.056690, 1.437770, -4.072030], [1.226550, 1.251730, -1.489910], [2.102490, 2.724320, -1.069670], [1.580580, 0.557060, -4.443490], [0.612800, 2.019140, -4.880160], [0.208300, 0.962510, -3.579650], [2.752990, 4.492300, 4.654700], [3.261050, 4.893760, 5.646880], [4.190390, 5.893990, 5.637080], [2.904750, 4.271160, 7.047700], [4.463740, 6.389770, 4.800680], [4.640020, 6.193870, 6.490310], [2.350860, 5.036570, 7.591260], [3.848110, 4.073000, 7.556530], [2.320640, 3.366180, 6.880610], [-5.026970, 0.658110, 3.114710], [-5.813690, 0.115560, 2.364830], [-7.046910, -0.289190, 2.709290], [-5.575320, 0.112870, 0.866470], [-7.156840, -0.321900, 3.712750], [-7.837510, -0.453470, 2.102600], [-4.546480, -0.081410, 0.563420], [-5.760760, 1.100880, 0.445120], [-6.288520, -0.541240, 0.364860], [-3.115620, 6.914170, 0.893850], [-1.970370, 6.539680, 1.025700], [-1.723480, 5.442740, 1.735340], [-0.789000, 7.189150, 0.213550], [-2.493140, 4.940520, 2.154290], [-0.753040, 5.229790, 1.916960], [-0.720910, 8.220950, 0.558300], [-0.960840, 7.230340, -0.862030], [0.199010, 6.810890, 0.475910], [4.758950, 10.739060, 0.088530], [5.496660, 9.765820, -0.011510], [6.283900, 9.500180, 1.074870], [5.579790, 8.957670, -1.307020], [6.213410, 10.187170, 1.811860], [6.975430, 8.765250, 1.116880], [5.309230, 7.913990, -1.146890], [6.567740, 8.925150, -1.766370], [4.832850, 9.421260, -1.951440]], "atomic_forces_ev_per_a": [[-0.22, 0.36, -0.07], [0.42, 0.37, 0.09], [-0.55, 0.02, 0.33], [0.03, -0.89, 0.13], [0.55, 0.06, -0.86], [0.89, -0.14, -0.10], [-0.29, -0.06, 0.18], [-0.82, 0.27, 0.31], [0.73, 0.88, -0.36], [-0.38, -2.20, 0.43], [-0.30, 1.13, -0.22], [-0.54, -0.05, 0.75], [0.49, 0.22, -0.02], [-0.12, 0.05, 0.51], [0.13, -0.17, -0.68], [-0.02, 0.12, -0.41], [-0.02, -0.01, -0.83], [1.49, -0.02, 0.04], [-0.27, 0.17, 0.76], [-0.91, -0.47, 0.01], [-0.12, -0.28, 0.11], [-0.11, 0.43, 0.27], [0.16, 0.01, 0.03], [-0.47, 0.11, -0.20], [-0.20, -0.06, -0.32], [0.26, -0.07, -0.23], [0.06, 0.10, 0.27], [0.09, 0.08, 0.10], [0.69, 0.02, -0.52], [0.11, 0.59, -0.98], [-0.12, 0.47, 0.37], [-0.22, -0.20, 0.01], [-0.27, -0.12, 0.21], [0.14, -0.24, 0.35], [-0.40, 0.33, 0.35], [-0.16, -0.09, 0.08], [-0.04, -0.29, -0.01], [0.16, -0.29, -0.11], [-0.03, -0.08, 0.26], [0.12, -0.07, -0.01], [-0.26, -1.61, -0.82], [1.16, -0.72, 0.71], [-0.12, 0.43, -1.33], [-1.04, 2.26, 1.49], [0.11, 0.15, 0.20], [-0.27, -0.08, 0.17], [0.41, 0.11, -0.42], [-0.17, 0.09, 0.24], [0.08, -0.50, 0.51], [-0.32, -0.08, -0.42], [0.36, -0.09, -0.39], [0.07, 0.05, 0.08], [-0.40, 0.37, -0.24], [0.05, -0.80, -0.16], [1.02, 0.22, 1.17], [0.49, 0.67, 0.06], [-0.35, 0.06, -0.41], [-0.15, -0.70, 0.00], [0.17, -0.12, 0.29], [0.10, 0.34, -0.12], [-0.45, -0.05, -0.41], [0.36, -0.08, -0.11], [-0.42, 0.09, 0.04], [-0.42, -0.01, -0.13], [0.25, 1.28, -0.14], [-0.40, -1.27, 0.95], [0.26, 1.49, -0.68], [-0.89, -1.19, 0.19], [0.11, -0.07, -0.45], [-0.27, -0.20, 0.19], [0.14, 0.07, 0.03], [0.43, 0.19, 0.27], [-0.26, -0.12, -0.41], [0.22, 0.23, 0.56], [0.49, -0.39, -0.39], [-0.10, -0.03, -0.10], [0.20, 0.06, -0.17], [-0.47, 0.27, -0.27], [0.60, 0.75, 0.66], [-0.35, -0.11, -0.19], [-0.14, -0.40, -0.01], [0.31, 0.31, 0.09], [-0.41, 0.27, 0.22], [0.22, -0.30, -0.32], [-0.48, -0.68, -0.09], [0.10, -0.43, 0.34], [0.22, 0.19, -0.37], [0.21, 0.09, 0.12], [0.41, 0.64, -0.41], [1.03, 1.11, -2.09], [-1.23, -1.62, 1.01], [-1.12, -1.02, 1.16], [-0.06, 0.41, 0.65], [0.12, -0.25, -0.37], [0.58, 0.45, -0.20], [0.60, 0.19, 0.09], [-0.31, 0.07, 0.19], [-1.10, -0.70, -2.12], [0.53, -0.09, 2.26], [0.47, 0.41, 0.82], [0.79, 1.07, -1.33], [-0.33, -0.38, -0.02], [-0.21, -0.12, -0.17], [-0.10, -0.22, 0.19], [-0.17, -0.18, 0.25], [0.11, 0.23, 0.10], [0.00, -0.81, 0.58], [0.55, 1.82, -2.04], [-0.39, -0.59, 1.50], [-0.16, -0.03, -0.56], [-0.58, 0.10, -0.13], [0.56, -0.09, 0.05], [-0.09, -0.41, 0.36], [-0.17, 0.27, 0.37], [0.29, -0.25, -0.13], [-0.34, 0.80, -0.21], [-0.20, 0.55, -2.09], [1.58, -0.71, 0.58], [-0.37, 0.35, 1.60], [0.28, 0.17, 0.09], [-0.41, -0.48, 0.22], [-0.30, 0.20, -0.11], [-0.16, -0.39, 0.22], [-0.09, -0.52, -0.29], [-0.07, -0.56, -0.57], [0.06, 1.18, 0.32], [0.27, -0.71, -0.39], [-0.33, -0.08, 0.66], [0.10, -0.27, -0.08], [-0.19, 0.22, -0.05], [-0.14, -0.03, 0.15], [0.02, 0.38, 0.11], [0.28, -0.15, -0.15]]}